{"formula": "C7H11N4", "method": "ωB97M-V/def2-TZVPD", "e_homo_ev": [-11.87, -11.87], "total_charge": 1, "orbital_gap_ha": [0.2577, 0.2575], "energy_ha": -492.0246, "elements": ["C", "C", "C", "C", "C", "C", "C", "N", "N", "N", "N", "H", "H", "H", "H", "H", "H", "H", "H", "H", "H", "H"], "xyz": [[3.739, 0.617, 0.079], [1.521, 0.666, 0.316], [2.039, -0.636, 0.049], [0.169, -2.148, 0.292], [-1.061, -0.061, 0.084], [-1.946, 0.880, 0.801], [-0.792, 0.160, -1.352], [3.399, -0.606, -0.156], [2.642, 1.401, 0.385], [-0.784, -1.225, 0.665], [1.403, -1.823, -0.033], [4.736, 1.000, 0.005], [-0.092, -3.191, 0.376], [-1.620, 1.035, 1.828], [-2.963, 0.481, 0.843], [-1.979, 1.837, 0.292], [-1.753, 0.105, -1.874], [-0.125, -0.577, -1.785], [-0.396, 1.154, -1.538], [2.672, 2.392, 0.568], [-1.298, -1.453, 1.515], [2.031, -2.577, -0.313]], "mulliken_charge": [-0.360, -0.524, 0.599, -0.319, 0.974, -1.534, -1.220, -0.648, 0.019, -0.053, 0.019, 0.434, 0.413, 0.428, 0.433, 0.370, 0.387, 0.361, 0.358, 0.211, 0.316, 0.337]}


{"formula": "C10H19N3OS", "method": "ωB97M-V/def2-TZVPD", "e_homo_ev": -4.89, "total_charge": 0, "orbital_gap_ha": 0.0996, "energy_ha": -1029.9406, "elements": ["C", "C", "S", "C", "C", "C", "C", "C", "N", "N", "N", "H", "H", "H", "H", "H", "H", "H", "H", "H", "H", "H", "H", "C", "C", "C", "O", "H", "H", "H", "H", "H", "H", "H"], "xyz": [[0.900, -1.075, 1.790], [1.459, 0.361, 1.664], [0.354, 1.577, 0.913], [-0.640, 0.763, -0.363], [-1.817, 0.056, 0.286], [-2.494, 0.763, 1.344], [-3.535, 0.118, 1.968], [-3.859, -1.184, 1.540], [-4.882, -1.929, 2.147], [-3.165, -1.683, 0.535], [-2.155, -1.126, -0.125], [1.199, -1.677, 0.923], [1.407, -1.536, 2.653], [-0.174, -1.124, 2.007], [2.452, 0.343, 1.184], [1.639, 0.721, 2.689], [-0.073, 0.118, -1.043], [-1.054, 1.574, -0.981], [-2.197, 1.764, 1.634], [-4.068, 0.604, 2.779], [-4.940, -2.829, 1.667], [-4.556, -2.185, 3.081], [-3.435, -2.611, 0.222], [3.029, 2.129, -3.009], [3.524, 0.974, -2.113], [2.777, -0.313, -2.528], [3.229, 1.262, -0.822], [1.954, 2.295, -2.892], [3.548, 3.059, -2.768], [3.217, 1.914, -4.073], [4.591, 0.809, -2.389], [1.694, -0.208, -2.401], [3.111, -1.167, -1.933], [2.961, -0.558, -3.586]], "mulliken_charge": [-1.068, -0.257, -0.108, -0.240, 0.393, -0.411, -0.456, 0.476, -0.566, 0.294, -0.812, 0.268, 0.412, 0.192, 0.291, 0.398, 0.046, 0.418, 0.476, 0.403, 0.284, 0.311, 0.210, -1.193, 0.342, -1.157, -0.809, 0.209, 0.308, 0.354, 0.175, 0.117, 0.245, 0.454]}


{"formula": "C4H6O", "method": "ωB97M-V/def2-TZVPD", "e_homo_ev": -9.74, "total_charge": 0, "orbital_gap_ha": 0.3737, "energy_ha": -231.0053, "elements": ["C", "C", "C", "C", "H", "H", "H", "H", "H", "H", "O"], "xyz": [[1.190, 0.032, -0.025], [0.150, -1.150, 0.250], [-0.932, -0.119, -0.533], [0.074, 1.156, 0.222], [0.378, -2.398, -0.163], [-0.117, -1.139, 1.544], [-0.803, 0.034, -1.979], [-2.255, -0.116, -0.171], [0.087, 2.350, -0.328], [-0.149, 1.352, 1.495], [2.377, -0.003, -0.311]], "mulliken_charge": [0.388, -0.373, -0.470, -0.453, 0.271, 0.199, 0.243, 0.249, 0.263, 0.212, -0.528]}


{"formula": "C3H8O2", "method": "ωB97M-V/def2-TZVPD", "e_homo_ev": -10.11, "smiles": "C[C@@H](O)CO", "total_charge": 0, "orbital_gap_ha": 0.4007, "energy_ha": -269.5713, "elements": ["C", "C", "O", "C", "O", "H", "H", "H", "H", "H", "H", "H", "H"], "xyz": [[0.439, 1.446, 0.641], [-0.390, 0.417, -0.107], [-0.198, 0.580, -1.494], [0.020, -1.006, 0.257], [-0.659, -1.873, -0.647], [1.504, 1.309, 0.426], [0.278, 1.342, 1.719], [0.160, 2.463, 0.348], [-1.454, 0.551, 0.152], [-0.484, -0.271, -1.866], [1.109, -1.090, 0.135], [-0.244, -1.255, 1.293], [-0.082, -2.613, -0.857]], "mulliken_charge": [-1.289, 0.435, -0.556, -0.544, -0.545, 0.351, 0.354, 0.316, 0.183, 0.365, 0.351, 0.271, 0.308]}


{"formula": "C6H6FIN", "method": "ωB97M-V/def2-TZVPD", "e_homo_ev": -13.83, "smiles": "Cc1cccc(I)[n+]1F", "total_charge": 1, "orbital_gap_ha": 0.3228, "energy_ha": -684.1842, "elements": ["C", "C", "C", "C", "C", "C", "N", "F", "I", "H", "H", "H", "H", "H", "H"], "xyz": [[-1.596, -0.518, 0.886], [-0.392, 0.139, 1.262], [-1.800, -0.969, -0.412], [0.547, 0.356, 0.300], [-1.014, -0.566, -1.446], [2.017, 0.823, 0.533], [0.241, 0.044, -0.957], [1.105, 0.496, -1.890], [-1.130, -0.736, -3.490], [-2.277, -0.595, 1.770], [-0.243, 0.449, 2.300], [-2.801, -1.459, -0.614], [2.686, -0.062, 0.310], [2.332, 1.505, -0.174], [2.324, 1.093, 1.622]], "mulliken_charge": [-0.062, -0.648, -0.409, 0.863, -0.087, -1.253, 0.251, -0.165, 0.347, 0.357, 0.376, 0.338, 0.363, 0.403, 0.328]}


{"formula": "C4H3GaLiO", "method": "ωB97M-V/def2-TZVPD", "e_homo_ev": [-18.44, -17.94], "multiplicity": 2, "total_charge": 2, "orbital_gap_ha": [0.3112, 0.2920], "energy_ha": -2160.7942, "elements": ["C", "C", "H", "Li", "O", "C", "C", "Ga", "H", "H"], "xyz": [[-1.874, -0.353, 0.583], [-1.113, 0.610, 0.754], [-1.358, 1.643, -0.028], [-5.135, 1.092, -3.076], [-2.798, 3.207, -1.611], [-2.803, 2.016, -1.548], [-3.294, 0.795, -1.787], [-4.621, 4.177, -1.322], [-2.642, 0.129, -2.361], [-3.325, 0.031, -0.709]], "mulliken_charge": [-0.088, 0.050, 0.094, 0.978, -0.259, 0.897, -1.295, 0.674, 0.509, 0.439]}


{"formula": "C6H9NO", "method": "ωB97M-V/def2-TZVPD", "e_homo_ev": [-6.77, -6.40], "total_charge": 0, "orbital_gap_ha": [0.2801, 0.2363], "energy_ha": -363.7740, "elements": ["C", "C", "N", "C", "C", "C", "C", "O", "H", "H", "H", "H", "H", "H", "H", "H", "H"], "xyz": [[-0.961, 0.390, 0.044], [-0.548, -0.834, 0.691], [1.160, 1.434, 0.903], [-0.211, 1.296, 0.878], [-0.244, -0.245, -1.207], [0.067, -1.982, 0.875], [0.940, -0.010, -1.805], [-2.331, 0.693, -0.094], [-2.836, -0.107, 0.116], [1.702, 0.588, 1.028], [1.547, 2.232, 1.382], [-0.776, 2.146, 1.236], [-0.979, -0.825, -1.758], [-0.025, -2.523, 1.813], [0.635, -2.470, 0.079], [1.088, -0.281, -2.843], [1.770, 0.498, -1.337]], "mulliken_charge": [1.657, -0.789, -0.418, -0.752, -0.303, -0.703, -0.826, -0.547, 0.372, 0.235, 0.217, 0.431, 0.311, 0.247, 0.310, 0.274, 0.282]}


{"formula": "C7H12ClN2", "method": "ωB97M-V/def2-TZVPD", "e_homo_ev": -12.72, "total_charge": 1, "orbital_gap_ha": 0.3377, "energy_ha": -843.2518, "elements": ["C", "C", "C", "C", "C", "C", "C", "N", "N", "Cl", "H", "H", "H", "H", "H", "H", "H", "H", "H", "H", "H", "H"], "xyz": [[1.298, 1.573, -0.117], [0.044, 1.354, -0.542], [1.731, -0.685, 0.225], [2.158, 0.630, 0.643], [0.199, -0.822, 0.674], [-0.565, 0.082, -0.204], [-2.290, 0.184, 1.049], [2.472, -1.456, -0.423], [-1.204, -0.620, -1.481], [-3.638, -0.289, 0.071], [1.703, 2.538, -0.342], [-0.489, 2.065, -1.182], [3.269, 0.894, 0.435], [2.139, 0.756, 1.690], [-0.430, -1.772, 0.624], [0.120, -0.387, 1.740], [-2.286, 1.318, 1.410], [-2.140, -0.575, 1.698], [2.137, -2.354, -0.589], [-1.981, -1.177, -1.166], [-0.652, -1.305, -2.000], [-1.597, 0.049, -2.212]], "mulliken_charge": [-0.325, -0.858, 0.320, -0.992, -0.832, 0.735, -0.351, -0.654, -0.296, -0.161, 0.437, 0.444, 0.370, 0.343, 0.511, 0.332, 0.337, 0.397, 0.250, 0.271, 0.370, 0.352]}


{"formula": "C20H40O5", "method": "ωB97M-V/def2-TZVPD", "e_homo_ev": -9.48, "smiles": "C1CCOC1.C1CCOC1.C1CCOC1.C1CCOC1.C1CCOC1", "total_charge": 0, "orbital_gap_ha": 0.3693, "energy_ha": -1162.0802, "elements": ["C", "C", "C", "O", "C", "H", "H", "H", "H", "H", "H", "H", "H", "C", "C", "C", "O", "C", "H", "H", "H", "H", "H", "H", "H", "H", "C", "C", "C", "O", "C", "H", "H", "H", "H", "H", "H", "H", "H", "C", "C", "C", "O", "C", "H", "H", "H", "H", "H", "H", "H", "H", "C", "C", "C", "O", "C", "H", "H", "H", "H", "H", "H", "H", "H"], "xyz": [[3.276, -4.524, -4.973], [3.201, -3.325, -4.046], [2.644, -3.918, -2.713], [2.486, -5.315, -2.854], [2.405, -5.599, -4.221], [4.310, -4.856, -5.060], [3.018, -4.472, -6.031], [2.550, -2.563, -4.474], [4.153, -2.847, -3.818], [1.708, -3.384, -2.553], [3.364, -3.680, -1.930], [1.343, -5.480, -4.435], [2.553, -6.649, -4.476], [9.037, 1.037, 2.365], [7.530, 1.233, 2.462], [7.330, 1.408, 3.950], [8.602, 1.668, 4.478], [9.498, 1.911, 3.394], [9.577, 1.248, 1.441], [9.276, -0.010, 2.551], [6.886, 0.419, 2.130], [7.149, 2.069, 1.875], [6.889, 0.578, 4.502], [6.763, 2.320, 4.138], [10.520, 1.761, 3.741], [9.450, 2.966, 3.123], [-0.615, 0.678, 2.087], [0.263, 1.856, 1.691], [-0.277, 1.922, 0.289], [-1.690, 1.732, 0.314], [-2.028, 0.990, 1.487], [-0.593, 0.552, 3.170], [-0.203, -0.234, 1.655], [1.296, 1.590, 1.915], [0.043, 2.738, 2.292], [0.226, 1.235, -0.392], [-0.062, 2.894, -0.155], [-2.605, 0.112, 1.193], [-2.695, 1.535, 2.154], [9.087, 0.240, -9.902], [8.182, 0.156, -11.096], [6.768, 0.360, -10.597], [6.907, 0.116, -9.210], [8.223, -0.283, -8.759], [9.492, 1.244, -9.770], [9.902, -0.479, -9.987], [8.293, -0.842, -11.519], [8.416, 0.836, -11.916], [6.143, -0.301, -11.198], [6.470, 1.405, -10.683], [8.375, -1.362, -8.714], [8.386, 0.117, -7.758], [2.392, -8.427, 3.237], [3.757, -7.940, 3.704], [3.477, -6.581, 4.374], [2.010, -6.455, 4.417], [1.359, -7.720, 4.107], [2.349, -9.516, 3.212], [2.142, -8.116, 2.222], [4.441, -7.882, 2.857], [4.291, -8.561, 4.423], [3.985, -5.787, 3.828], [3.970, -6.544, 5.346], [0.442, -7.536, 3.548], [1.155, -8.225, 5.051]], "mulliken_charge": [-0.544, -0.483, -0.413, -0.393, -0.468, 0.218, 0.351, 0.268, 0.272, 0.258, 0.321, 0.270, 0.343, -0.455, -0.558, -0.357, -0.412, -0.414, 0.336, 0.222, 0.305, 0.259, 0.287, 0.228, 0.306, 0.251, -0.586, -0.441, -0.486, -0.392, -0.387, 0.363, 0.267, 0.304, 0.284, 0.258, 0.316, 0.244, 0.255, -0.498, -0.567, -0.370, -0.415, -0.372, 0.278, 0.281, 0.248, 0.364, 0.252, 0.282, 0.255, 0.263, -0.465, -0.487, -0.357, -0.429, -0.418, 0.326, 0.215, 0.267, 0.285, 0.261, 0.257, 0.287, 0.259]}


{"formula": "C39H59N9O3", "method": "ωB97M-V/def2-TZVPD", "e_homo_ev": -7.56, "total_charge": 0, "orbital_gap_ha": 0.2743, "energy_ha": -2239.1736, "elements": ["C", "O", "C", "C", "N", "H", "H", "C", "C", "O", "C", "H", "H", "H", "H", "H", "H", "H", "H", "H", "H", "H", "H", "H", "H", "C", "O", "H", "H", "H", "N", "C", "C", "C", "C", "H", "H", "H", "H", "H", "N", "C", "C", "C", "C", "H", "H", "H", "H", "H", "N", "C", "C", "C", "C", "H", "H", "H", "H", "H", "N", "C", "C", "C", "C", "H", "H", "H", "H", "H", "N", "C", "C", "C", "C", "H", "H", "H", "H", "H", "N", "C", "C", "C", "C", "H", "H", "H", "H", "H", "N", "C", "C", "C", "C", "H", "H", "H", "H", "H", "N", "C", "C", "C", "C", "H", "H", "H", "H", "H"], "xyz": [[3.488, -0.428, -4.679], [4.162, -0.002, -3.419], [3.541, -0.394, -2.207], [4.307, 0.174, -1.057], [3.787, -0.448, 0.194], [2.771, -0.376, 0.149], [4.015, -1.470, 0.095], [4.229, 0.196, 1.359], [3.135, -0.004, 2.492], [3.341, 0.809, 3.659], [2.356, 0.761, 4.630], [3.276, -1.559, -4.623], [3.726, -0.001, -5.459], [2.422, -0.178, -4.433], [3.835, -1.522, -2.259], [2.462, -0.280, -2.196], [4.297, 1.359, -0.902], [5.339, -0.111, -1.030], [4.325, 1.335, 1.318], [5.158, -0.039, 1.650], [3.049, -1.038, 2.726], [2.171, 0.197, 2.249], [2.179, -0.181, 4.937], [1.326, 1.078, 4.125], [2.458, 1.189, 5.695], [0.321, -0.257, -0.238], [1.167, -1.349, 0.041], [-0.437, -0.505, -0.759], [0.854, 0.478, -0.738], [-0.087, -0.093, 0.854], [0.944, -2.691, -2.358], [1.306, -4.051, -2.359], [1.295, -4.443, -3.755], [0.886, -3.300, -4.530], [0.560, -2.288, -3.617], [0.940, -2.135, -1.555], [1.779, -4.501, -1.455], [1.507, -5.467, -4.169], [0.679, -3.377, -5.669], [0.312, -1.370, -3.833], [-1.886, -3.629, 1.172], [-2.909, -4.520, 1.660], [-4.018, -4.138, 1.051], [-3.659, -2.961, 0.235], [-2.376, -2.617, 0.326], [-0.967, -3.767, 1.396], [-2.526, -5.126, 2.498], [-4.903, -4.820, 1.220], [-4.420, -2.408, -0.396], [-1.564, -1.989, -0.174], [-4.150, 0.122, -3.608], [-4.499, -0.280, -4.981], [-3.664, -1.254, -5.135], [-2.825, -1.616, -3.901], [-3.179, -0.681, -2.949], [-4.654, 0.926, -3.115], [-5.328, 0.236, -5.515], [-3.510, -1.662, -6.068], [-2.167, -2.282, -3.607], [-2.856, -0.393, -2.165], [0.779, -3.262, 1.917], [0.880, -4.534, 1.801], [0.396, -5.182, 2.878], [0.102, -4.027, 3.895], [0.443, -2.888, 3.229], [0.986, -2.455, 1.119], [1.145, -4.813, 0.901], [0.332, -6.257, 3.110], [-0.295, -4.111, 4.801], [0.354, -1.825, 3.539], [-0.569, 3.888, 1.963], [0.700, 3.327, 2.081], [1.156, 3.720, 3.258], [0.240, 4.753, 3.897], [-0.835, 4.697, 3.010], [-1.073, 3.727, 1.225], [1.258, 2.588, 1.317], [2.159, 3.145, 3.570], [0.256, 5.434, 4.847], [-1.856, 5.350, 2.893], [-3.503, 0.950, 5.149], [-4.144, -0.344, 5.058], [-3.471, -1.008, 4.032], [-2.485, 0.002, 3.411], [-2.652, 1.248, 4.086], [-3.862, 1.486, 6.115], [-4.696, -0.824, 5.810], [-3.917, -1.931, 3.702], [-1.828, 0.017, 2.518], [-2.454, 2.227, 3.933], [2.989, 4.446, -4.122], [2.971, 3.163, -3.597], [2.083, 3.188, -2.534], [1.574, 4.582, -2.482], [2.099, 5.293, -3.430], [3.616, 4.594, -5.123], [3.685, 2.216, -4.056], [1.988, 2.344, -2.115], [0.874, 4.944, -1.640], [2.147, 6.446, -3.527], [-3.511, 3.702, 0.479], [-3.214, 2.476, 0.125], [-2.266, 2.518, -0.799], [-2.208, 3.976, -1.221], [-3.073, 4.659, -0.334], [-4.270, 4.034, 1.315], [-3.335, 1.862, 0.716], [-1.860, 1.616, -1.315], [-1.605, 4.314, -1.976], [-3.347, 5.653, -0.244]], "mulliken_charge": [-1.072, -0.566, 0.399, -0.705, 0.712, -0.756, 0.447, -0.846, -0.252, -0.439, -0.700, 0.264, 0.735, 0.313, 0.245, -0.222, 0.316, 0.463, 0.346, 0.545, 0.463, 0.139, 0.407, 0.194, 0.242, -0.440, -0.571, 0.988, -0.395, -0.398, 1.301, -0.504, -0.612, -0.917, -1.275, 0.027, 0.272, 0.359, 0.280, 1.371, 0.180, -0.297, -0.857, -0.103, -0.025, 0.422, 0.335, 0.277, 0.304, -0.166, -0.042, -0.335, -1.049, -1.027, -0.932, 0.218, 0.363, 0.453, 1.125, 1.151, 0.581, -0.245, -0.941, -0.871, -0.537, -0.219, 0.451, 0.368, 0.683, 0.468, 0.271, -0.317, 0.233, -1.069, -0.106, 0.430, -0.052, 0.247, 0.274, 0.200, -0.117, -0.595, -0.853, 0.136, -1.092, 0.303, 0.389, 0.435, 0.797, 0.603, -0.079, -0.501, 0.737, -0.728, -0.428, 0.323, 0.088, 0.129, 0.238, 0.287, -0.008, -1.265, 0.141, -1.058, -0.893, 0.344, 1.194, 0.242, 0.764, 0.459]}